Entry 1:
Here is a 3-piece molecular cluster, C4H15NO2 overall at a distorted geometry from the OMol25 dataset. Energies are from ωB97M-V/def2-TZVPD.

Output
* gap between HOMO and LUMO: 9.30 eV
* SMILES: CCCNC.O.O
* LUMO: 0.855 eV
* relative energy (zero: lowest compared OMol25 entry of this formula, charge and spin): 175.65 kJ/mol

```
22
Properties=species:S:1:pos:R:3:mulliken_charge:R:1
C -0.45 -0.49 1.93 -1.102
C 0.58 -0.74 0.84 -0.495
C 0.45 0.29 -0.29 -0.623
N -0.80 0.19 -1.01 -0.255
C -0.75 0.97 -2.29 -0.896
H -0.26 0.38 2.58 0.297
H -0.56 -1.34 2.61 0.321
H -1.45 -0.34 1.51 0.299
H 0.37 -1.67 0.29 0.284
H 1.63 -0.95 1.08 0.336
H 1.27 0.12 -0.97 0.438
H 0.66 1.30 0.14 0.305
H -1.65 0.41 -0.51 0.188
H -1.52 1.72 -2.50 0.296
H -0.86 0.13 -2.98 0.278
H 0.22 1.43 -2.47 0.331
H -3.88 -1.33 -4.11 0.316
H -5.23 -0.59 -3.60 0.319
O -4.42 -1.07 -3.37 -0.636
H 5.48 -0.20 4.57 0.316
H 5.76 1.05 3.85 0.318
O 5.42 0.75 4.70 -0.634
```

=====

Entry 2:
Here is a 3-piece molecular cluster, C28H56N3O9P2S2 overall at a distorted geometry from the OMol25 dataset. Energies are from ωB97M-V/def2-TZVPD.

Output
* gap between HOMO and LUMO (alpha / beta): 7.49 / 5.70 eV
* LUMO (alpha / beta): -0.210 / -3.108 eV
* ⟨S²⟩: 1.762
* multiplicity: 2
* relative energy (zero: lowest compared OMol25 entry of this formula, charge and spin): 315.99 kJ/mol

```
100
Properties=species:S:1:pos:R:3:mulliken_charge:R:1
C -5.40 4.58 -0.88 -1.621
C -5.17 3.04 -0.59 1.340
C -4.22 2.57 -1.74 -1.545
C -4.37 2.95 0.75 -1.238
C -5.14 2.49 2.03 1.050
C -5.00 3.56 3.15 -1.265
C -3.54 3.91 3.55 -0.743
C -2.55 2.75 3.44 0.354
S -0.92 3.13 4.17 -0.195
C 0.11 2.01 3.28 0.090
S 1.16 1.02 4.19 -0.029
N 0.08 1.87 1.87 0.205
C 0.65 2.77 0.98 -0.264
C 0.41 2.22 -0.26 -0.680
N -0.29 1.03 -0.15 -0.434
C -0.46 0.85 1.14 -0.207
C -6.63 2.09 1.81 -1.892
C -6.73 1.39 0.43 1.537
C -8.23 0.94 0.29 -1.642
C -5.88 0.11 0.30 -1.487
N -6.51 2.41 -0.61 0.546
O -6.75 1.91 -1.78 -0.616
H -5.53 5.08 0.10 0.336
H -4.49 5.00 -1.34 0.399
H -6.28 4.71 -1.53 0.407
H -3.19 2.80 -1.42 0.420
H -4.38 3.16 -2.65 0.362
H -4.26 1.48 -1.91 0.326
H -3.53 2.25 0.58 0.042
H -3.88 3.93 0.90 0.415
H -4.64 1.57 2.38 0.289
H -5.52 4.49 2.86 0.245
H -5.50 3.19 4.07 0.402
H -3.54 4.25 4.60 0.469
H -3.15 4.78 2.98 0.355
H -2.34 2.51 2.38 -0.502
H -2.99 1.82 3.85 0.409
H 1.15 3.69 1.26 0.457
H 0.74 2.66 -1.20 0.504
H -0.95 0.00 1.60 0.420
H -6.92 1.37 2.59 0.511
H -7.26 3.00 1.81 0.372
H -8.83 1.86 0.35 0.382
H -8.45 0.35 1.20 0.393
H -8.39 0.37 -0.63 0.437
H -5.62 -0.34 1.27 0.285
H -6.42 -0.67 -0.27 0.390
H -4.92 0.26 -0.22 0.231
O 6.57 -2.15 4.69 -0.765
P 5.53 -2.89 3.91 1.267
O 6.17 -4.38 3.76 -0.326
C 6.25 -5.21 4.92 -0.323
C 4.92 -5.90 5.19 -0.963
O 5.87 -2.29 2.41 -0.395
C 6.40 -0.97 2.25 -0.249
C 7.87 -1.03 1.92 -1.246
O 4.07 -3.41 3.33 -0.367
C 3.07 -2.41 3.05 -0.468
C 2.85 -2.31 1.55 -0.557
H 6.56 -4.62 5.79 0.297
H 7.02 -5.96 4.73 0.320
H 4.16 -5.17 5.47 0.235
H 5.02 -6.62 6.00 0.405
H 4.57 -6.42 4.30 0.242
H 6.21 -0.36 3.14 0.387
H 5.86 -0.50 1.42 0.325
H 8.43 -1.55 2.71 0.295
H 8.29 -0.03 1.80 0.387
H 8.03 -1.59 1.00 0.300
H 3.35 -1.44 3.47 0.272
H 2.15 -2.73 3.53 0.374
H 3.71 -1.84 1.07 0.131
H 1.97 -1.71 1.33 0.081
H 2.75 -3.30 1.11 0.334
O 1.44 0.54 -4.82 -0.745
P 1.74 -0.92 -4.80 1.250
O 2.62 -1.08 -3.43 -0.426
C 1.96 -0.95 -2.17 -0.203
C 1.26 -2.23 -1.78 -1.097
O 2.96 -0.94 -5.91 -0.394
C 2.97 -0.01 -6.99 -0.250
C 4.02 1.06 -6.74 -1.222
O 1.60 -2.56 -4.96 -0.294
C 1.01 -3.06 -6.18 -0.298
C 2.08 -3.75 -7.00 -1.037
H 1.26 -0.11 -2.20 0.331
H 2.73 -0.70 -1.43 0.234
H 0.43 -2.45 -2.46 0.356
H 0.86 -2.16 -0.76 0.323
H 1.95 -3.08 -1.83 0.266
H 1.99 0.44 -7.14 0.369
H 3.22 -0.56 -7.90 0.329
H 3.82 1.59 -5.81 0.278
H 4.04 1.78 -7.55 0.387
H 5.01 0.60 -6.65 0.299
H 0.54 -2.25 -6.75 0.297
H 0.24 -3.77 -5.91 0.371
H 2.78 -3.04 -7.43 0.176
H 1.63 -4.31 -7.83 0.387
H 2.66 -4.43 -6.38 0.301
```

=====

Entry 3:
Here is C2H3N3O3 in the gas phase at a distorted geometry from the OMol25 dataset. Energies are from ωB97M-V/def2-TZVPD.

Output
* gap between HOMO and LUMO: 9.96 eV
* SMILES: O/N=C1/ON=CNO1
* LUMO: 0.289 eV
* relative energy (zero: lowest compared OMol25 entry of this formula, charge and spin): 450.93 kJ/mol

```
11
Properties=species:S:1:pos:R:3:mulliken_charge:R:1
C 0.52 -0.41 0.16 0.668
C -1.90 0.31 -0.29 0.040
H 2.20 1.07 0.22 0.344
H -1.29 2.15 0.34 0.330
H -2.91 0.64 -0.62 0.340
N 1.67 -0.72 -0.20 -0.301
N -0.96 1.32 -0.25 -0.261
N -1.78 -0.95 -0.09 -0.281
O 2.54 0.34 -0.29 -0.309
O 0.14 0.87 0.63 -0.375
O -0.46 -1.31 0.24 -0.193
```

=====

Entry 4:
Here is CH2Cl2NO3P in the gas phase at a distorted geometry from the OMol25 dataset. Energies are from ωB97M-V/def2-TZVPD.

Output
* gap between HOMO and LUMO (alpha / beta): 8.95 / 7.50 eV
* LUMO (alpha / beta): 0.385 / -4.031 eV
* ⟨S²⟩: 2.007
* multiplicity: 3
* relative energy (zero: lowest compared OMol25 entry of this formula, charge and spin): 97.42 kJ/mol

```
10
Properties=species:S:1:pos:R:3:mulliken_charge:R:1
C 0.25 -0.31 0.22 -0.617
N -0.21 -1.67 0.39 0.779
O 0.74 -2.41 0.28 -0.412
O -1.37 -2.03 0.49 -0.441
O 2.55 -0.98 1.65 -0.548
P 2.04 -0.32 0.49 0.912
Cl 2.90 -0.98 -1.18 -0.177
Cl 2.38 1.68 0.54 -0.234
H -0.02 -0.03 -0.73 0.379
H -0.23 0.57 0.76 0.359
```

=====

Entry 5:
Here is C18H25N4PtSe as an isolated structure at a distorted geometry from the OMol25 dataset. Energies are from ωB97M-V/def2-TZVPD.

Output
* gap between HOMO and LUMO (alpha / beta): 5.84 / 5.84 eV
* LUMO (alpha / beta): 2.590 / 2.596 eV
* total charge: -1
* relative energy (zero: lowest compared OMol25 entry of this formula, charge and spin): 65.79 kJ/mol

```
49
Properties=species:S:1:pos:R:3:mulliken_charge:R:1
Pt -0.21 -0.23 0.54 0.193
C 0.23 2.76 2.20 -0.861
C 1.48 2.36 1.37 -0.749
N 1.21 1.64 0.12 -0.151
C 0.67 2.43 -0.99 -0.652
C -0.83 2.64 -0.86 -0.834
N -1.48 1.40 -0.44 -0.312
C -2.61 1.60 0.45 -0.758
C -2.17 2.15 1.84 -0.872
N -0.82 1.76 2.23 -0.008
H 0.59 2.97 3.21 0.403
H -0.17 3.69 1.81 0.372
H 2.04 3.28 1.18 0.294
H 2.11 1.70 1.97 0.416
H 2.06 1.20 -0.19 0.310
H 1.17 3.41 -1.07 0.269
H 0.85 1.87 -1.91 0.285
H -1.04 3.41 -0.13 0.364
H -1.22 2.98 -1.83 0.520
H -1.71 0.83 -1.26 0.325
H -3.34 2.31 0.03 0.346
H -3.11 0.63 0.58 0.451
H -2.26 3.24 1.84 0.324
H -2.88 1.78 2.58 0.413
H -0.80 1.19 3.06 0.304
N -0.10 -1.86 1.44 -0.666
C 0.19 -2.12 2.71 0.273
C -0.46 -3.16 3.43 -0.363
C -0.19 -3.39 4.77 -0.359
C 0.76 -2.64 5.45 -0.455
C 1.45 -1.65 4.76 -0.437
C 1.18 -1.38 3.43 -0.228
H -1.21 -3.75 2.91 0.388
H -0.73 -4.17 5.30 0.322
H 0.98 -2.83 6.49 0.350
H 2.21 -1.07 5.28 0.334
H 1.70 -0.61 2.89 0.283
Se -0.55 0.55 -3.81 -0.493
C 0.11 -0.97 -4.74 -0.028
C 0.89 -0.81 -5.89 -0.411
C 1.33 -1.91 -6.61 -0.348
C 1.01 -3.20 -6.19 -0.468
C 0.25 -3.36 -5.04 -0.354
C -0.19 -2.26 -4.32 -0.375
H 1.14 0.19 -6.22 0.310
H 1.93 -1.76 -7.50 0.317
H 1.34 -4.06 -6.76 0.334
H 0.00 -4.36 -4.69 0.328
H -0.77 -2.40 -3.41 0.354
```

=====

Entry 6:
Here is C20H15F30N10O20S10Zn as an isolated structure at a distorted geometry from the OMol25 dataset. Energies are from ωB97M-V/def2-TZVPD.

Output
* gap between HOMO and LUMO: 8.48 eV
* LUMO: 3.953 eV
* total charge: -3

```
106
Properties=species:S:1:pos:R:3:mulliken_charge:R:1
Zn 10.08 -10.57 -18.48 0.013
C 9.23 -10.96 -7.93 0.694
F 10.16 -11.20 -8.84 -0.208
F 8.99 -12.10 -7.27 -0.255
F 9.68 -10.07 -7.04 -0.241
S 7.61 -10.35 -8.68 1.025
O 6.63 -11.36 -8.41 -0.602
O 7.33 -9.07 -8.08 -0.705
N 8.02 -10.14 -10.24 -0.397
S 7.67 -11.40 -11.16 1.096
O 8.32 -11.17 -12.43 -0.634
O 7.84 -12.71 -10.60 -0.677
C 5.82 -11.28 -11.53 0.614
F 5.17 -12.30 -10.97 -0.240
F 5.33 -10.14 -11.09 -0.253
F 5.56 -11.39 -12.84 -0.223
C 15.40 -13.77 -13.53 0.489
F 14.58 -12.73 -13.79 -0.188
F 16.53 -13.53 -14.18 -0.217
F 15.60 -13.88 -12.23 -0.223
S 14.54 -15.31 -14.17 1.094
O 13.22 -15.25 -13.60 -0.668
O 14.58 -15.26 -15.60 -0.511
N 15.32 -16.51 -13.40 -0.513
S 16.54 -17.13 -14.21 1.124
O 17.33 -16.28 -15.05 -0.605
O 17.30 -17.96 -13.31 -0.741
C 15.75 -18.36 -15.40 0.650
F 16.49 -19.48 -15.41 -0.258
F 14.47 -18.62 -15.18 -0.232
F 15.82 -17.89 -16.66 -0.241
C 11.17 -7.11 -20.03 0.639
F 12.06 -7.32 -19.05 -0.209
F 11.18 -5.79 -20.27 -0.242
F 11.57 -7.74 -21.11 -0.214
S 9.48 -7.65 -19.41 0.768
O 9.56 -7.54 -18.00 -0.580
O 8.54 -6.85 -20.09 -0.544
N 9.54 -9.27 -19.86 0.230
S 8.80 -9.51 -21.32 0.546
O 9.10 -8.54 -22.32 -0.569
O 9.09 -10.86 -21.68 -0.397
C 6.96 -9.58 -20.94 0.766
F 6.52 -8.60 -20.15 -0.203
F 6.34 -9.51 -22.11 -0.220
F 6.70 -10.72 -20.34 -0.176
C 5.68 -15.45 -20.95 0.536
F 5.82 -14.16 -21.21 -0.166
F 6.88 -15.98 -20.70 -0.169
F 4.94 -15.61 -19.85 -0.270
S 4.86 -16.39 -22.38 1.204
O 5.77 -17.47 -22.63 -0.727
O 3.55 -16.76 -21.93 -0.635
N 4.99 -15.41 -23.68 -0.374
S 3.89 -14.25 -23.68 1.089
O 3.21 -13.85 -22.48 -0.611
O 4.39 -13.19 -24.51 -0.694
C 2.51 -14.99 -24.74 0.537
F 2.04 -14.07 -25.61 -0.243
F 2.90 -16.03 -25.48 -0.247
F 1.46 -15.37 -23.99 -0.240
C 7.96 -14.31 -17.40 0.457
F 7.92 -13.70 -16.22 -0.071
F 8.35 -15.56 -17.28 -0.157
F 6.75 -14.23 -17.93 -0.185
S 9.14 -13.38 -18.54 0.312
O 9.98 -14.31 -19.21 -0.367
O 8.36 -12.48 -19.32 -0.231
N 9.98 -12.31 -17.55 0.529
S 11.10 -13.08 -16.66 -0.347
O 10.76 -14.43 -16.36 0.105
O 12.42 -12.74 -17.09 -0.469
C 10.89 -12.23 -14.97 0.553
F 9.66 -11.73 -14.82 -0.135
F 11.08 -13.15 -14.04 -0.104
F 11.76 -11.22 -14.86 -0.218
C 10.17 -14.28 -22.15 -0.374
C 9.06 -14.85 -22.91 0.358
N 8.18 -15.26 -23.51 -0.410
H 9.76 -13.48 -21.54 -0.153
H 10.89 -13.91 -22.89 0.383
H 10.78 -15.00 -21.61 0.250
C 6.32 -10.94 -15.60 -0.993
C 7.32 -10.59 -16.59 0.329
N 8.10 -10.28 -17.36 0.195
H 5.56 -10.17 -15.49 0.461
H 6.87 -11.16 -14.68 0.080
H 5.80 -11.82 -15.97 0.251
C 8.93 -16.99 -14.65 -0.003
C 9.07 -17.02 -13.20 0.123
N 9.16 -17.09 -12.05 -0.453
H 8.00 -16.45 -14.84 0.111
H 8.80 -18.00 -15.03 0.393
H 9.80 -16.55 -15.12 -0.132
C 12.69 -16.67 -18.00 -0.059
C 13.53 -15.75 -18.73 0.437
N 14.24 -15.09 -19.34 -0.619
H 13.39 -17.39 -17.57 0.144
H 11.98 -17.21 -18.63 0.341
H 12.13 -16.22 -17.18 -0.223
C 13.05 -8.14 -15.92 -1.245
C 11.99 -8.90 -16.54 0.678
N 11.20 -9.53 -17.05 -0.129
H 12.83 -7.07 -15.86 0.340
H 13.91 -8.23 -16.58 0.317
H 13.28 -8.57 -14.95 0.378
```